Entry 1:
52
Properties=species:S:1:pos:R:3:lowdin_charge:R:1 method="wB97M-V/def2-TZVPD" e_homo_ev="-10.544 / -10.544" energy_ev=-31243.2864 spin_multiplicity=1 total_charge=+1 orbital_gap_ev="7.916 / 7.916" de_lowest_kcal_mol=17.0
Rh -0.55 -0.17 -0.10 0.9174
C -0.93 4.35 2.68 -0.0220
N -0.62 3.75 1.38 -0.1263
C -0.88 4.55 0.20 -0.0064
C -0.20 2.49 1.26 -0.4034
O 0.04 1.96 0.16 -0.0456
C 0.00 1.70 2.55 -0.1089
O 0.36 0.37 2.27 -0.1602
C 1.72 0.02 2.43 -0.0911
C 2.23 -0.74 1.20 -0.3823
O 1.44 -1.17 0.35 -0.0293
N 3.54 -0.97 1.12 -0.1287
C 4.09 -1.67 -0.03 -0.0056
C 4.52 -0.53 2.11 -0.0221
H -1.09 5.41 2.53 0.0974
H -1.83 3.92 3.11 0.1021
H -0.10 4.23 3.38 0.0934
H -0.22 5.42 0.18 0.1014
H -0.71 3.96 -0.69 0.0892
H -1.91 4.90 0.21 0.1010
H 0.75 2.19 3.18 0.1346
H -0.94 1.67 3.11 0.1434
H 2.33 0.91 2.61 0.1310
H 1.80 -0.65 3.30 0.1494
H 3.33 -1.77 -0.79 0.0815
H 4.94 -1.11 -0.42 0.0999
H 4.43 -2.67 0.26 0.1030
H 4.06 -0.30 3.07 0.0824
H 5.24 -1.34 2.28 0.1014
H 5.07 0.34 1.75 0.1049
C -3.95 -2.35 -0.39 -0.0155
C -2.60 -1.98 0.25 -0.5848
C -2.60 -2.47 1.71 -0.0331
C -2.32 -0.51 0.29 -0.0657
C -1.46 -2.53 -0.56 -0.2293
C -0.73 -3.68 -0.26 -0.0176
C 0.34 -4.05 -1.04 -0.0558
C 0.72 -3.27 -2.14 -0.0800
C -0.01 -2.15 -2.47 -0.0641
C -1.12 -1.78 -1.69 -0.1477
H -4.78 -1.91 0.15 0.0914
H -4.07 -3.44 -0.37 0.0968
H -4.00 -2.03 -1.43 0.0881
H -3.28 -1.86 2.31 0.0907
H -1.60 -2.39 2.14 0.0863
H -2.94 -3.50 1.76 0.0919
H -3.15 0.16 0.53 0.0836
H -1.00 -4.30 0.59 0.1163
H 0.89 -4.95 -0.81 0.1118
H 1.57 -3.55 -2.75 0.1097
H 0.24 -1.58 -3.36 0.1137
H -1.83 -1.07 -2.09 0.1114



Entry 2:
150
Properties=species:S:1:pos:R:3:lowdin_charge:R:1 method="wB97M-V/def2-TZVPD" e_homo_ev=-10.635 energy_ev=-181539.8415 spin_multiplicity=1 total_charge=+1 orbital_gap_ev=7.114
C 4.53 -0.39 0.41 -0.0848
C 3.25 -1.37 0.56 -0.5478
Cl 3.61 -2.99 1.35 0.6116
C 1.94 -1.02 0.08 -0.5877
Cl 0.52 -2.13 0.27 0.7103
N 1.82 0.29 -0.56 -0.0660
C 2.24 0.60 -1.91 -0.1038
C 2.88 -0.45 -2.96 -0.0511
C 1.71 -0.69 -4.07 -0.1497
C 1.03 -2.14 -3.98 -0.0747
C -0.48 -2.14 -3.45 -0.3863
O -1.19 -3.17 -3.66 0.0299
O -1.10 -1.07 -2.75 0.0048
N 1.99 1.98 -2.29 0.1975
C 1.38 2.53 -1.09 -0.2444
N 0.95 3.80 -0.95 0.1780
C 1.04 4.79 -2.04 -0.3025
F 0.82 6.07 -1.41 0.0447
F 2.31 4.87 -2.66 0.0845
C -0.17 4.66 -3.12 -0.1358
F -1.21 5.62 -2.88 0.0002
F -0.81 3.38 -3.09 0.0154
N 1.31 1.48 -0.11 -0.3143
S 0.58 1.74 1.46 1.0212
C -1.13 0.97 1.24 -0.3045
C -2.29 1.81 1.96 -0.3796
O -2.02 2.72 2.81 0.0341
O -3.62 1.43 1.61 -0.0460
C -4.41 2.58 1.21 -0.1045
C -4.82 2.55 -0.37 -0.2831
C -3.50 2.21 -1.21 -0.0442
O -5.39 3.86 -0.63 -0.0416
C -5.48 4.13 -2.03 -0.4170
O -6.22 3.51 -2.84 0.0578
C -4.55 5.35 -2.55 -0.4293
S -4.20 5.09 -4.36 0.7127
H 5.21 -0.69 -0.47 0.1019
H 4.21 0.70 0.20 0.0833
H 5.15 -0.39 1.37 0.0928
H 3.02 -1.47 -2.46 0.1147
H 3.84 -0.04 -3.44 0.1330
H 0.86 0.08 -3.87 0.1129
H 2.10 -0.46 -5.12 0.0797
H 0.98 -2.54 -5.06 0.1276
H 1.61 -2.91 -3.37 0.1300
H -1.99 -1.42 -2.48 0.1291
H 0.55 4.11 -0.05 0.1572
H 0.28 4.77 -4.18 0.1906
H -1.34 1.06 0.10 0.0831
H -1.12 -0.14 1.48 0.0778
H -3.96 3.59 1.47 0.1448
H -5.41 2.51 1.79 0.1544
H -5.55 1.68 -0.51 0.1687
H -2.63 2.94 -1.02 0.0920
H -3.68 2.12 -2.35 0.1074
H -3.18 1.14 -0.88 0.0828
H -5.11 6.32 -2.31 0.1013
H -3.59 5.38 -1.91 0.0745
H -3.31 6.09 -4.76 -0.1342
C 1.33 8.32 -3.52 0.0321
N 0.80 9.42 -4.38 -0.4438
O 0.91 10.56 -3.96 0.0801
O 0.29 9.09 -5.43 0.0533
H 1.76 8.75 -2.62 0.1010
H 0.50 7.66 -3.28 0.0729
H 2.10 7.80 -4.10 0.1037
C -3.29 8.45 -8.27 0.0490
N -3.74 7.59 -7.14 -0.4318
O -3.12 6.56 -6.93 0.0022
O -4.71 7.98 -6.51 0.0690
H -2.42 7.98 -8.74 0.0958
H -4.11 8.53 -8.98 0.1043
H -3.02 9.42 -7.86 0.1050
C 2.46 2.34 -8.15 0.0528
N 1.99 1.13 -7.42 -0.4243
O 0.79 0.95 -7.34 0.0831
O 2.85 0.41 -6.94 0.0266
H 1.59 2.89 -8.52 0.1011
H 3.03 2.95 -7.45 0.1057
H 3.08 2.00 -8.98 0.0831
C -1.25 1.71 6.00 0.0499
N 0.14 1.51 6.48 -0.4216
O 1.03 1.48 5.64 0.0402
O 0.30 1.37 7.69 0.0598
H -1.24 1.81 4.92 0.0715
H -1.83 0.85 6.30 0.0480
H -1.63 2.62 6.47 0.1199
C 0.83 -2.02 6.77 0.0538
N 0.05 -2.90 5.87 -0.4275
O -1.17 -2.82 5.92 0.0490
O 0.68 -3.63 5.12 0.0549
H 0.14 -1.42 7.37 0.0893
H 1.44 -2.66 7.41 0.1103
H 1.46 -1.38 6.15 0.0976
C 2.80 -5.03 -7.59 0.0502
N 3.05 -4.36 -6.28 -0.4397
O 3.18 -3.14 -6.29 0.0352
O 3.11 -5.07 -5.30 0.0696
H 2.78 -4.28 -8.37 0.0966
H 3.62 -5.73 -7.75 0.1052
H 1.85 -5.55 -7.51 0.1067
C 6.08 -0.28 -8.44 0.0433
N 5.55 0.81 -9.29 -0.4443
O 5.67 1.95 -8.88 0.0498
O 5.03 0.49 -10.35 0.0652
H 6.51 0.15 -7.54 0.0967
H 5.25 -0.94 -8.20 0.0923
H 6.84 -0.81 -9.02 0.1036
C 3.22 2.72 7.93 0.0261
N 4.62 2.51 8.41 -0.4472
O 5.50 2.49 7.56 0.0550
O 4.77 2.38 9.61 0.0652
H 3.23 2.82 6.85 0.0848
H 2.64 1.85 8.23 0.0787
H 2.85 3.63 8.40 0.1052
C -3.28 -5.16 8.13 0.0466
N -2.16 -5.20 9.11 -0.4352
O -1.93 -6.27 9.66 0.0630
O -1.56 -4.16 9.30 0.0594
H -3.73 -6.16 8.07 0.0999
H -4.01 -4.44 8.49 0.0910
H -2.86 -4.87 7.17 0.0901
C 0.40 -8.72 10.08 0.0390
N 0.75 -9.89 9.23 -0.4488
O 0.04 -10.10 8.25 0.0563
O 1.71 -10.55 9.56 0.0622
H -0.48 -8.23 9.66 0.0654
H 0.19 -9.10 11.08 0.1047
H 1.25 -8.05 10.08 0.1029
C -0.41 -5.55 2.73 0.0503
N -1.01 -5.30 1.40 -0.4167
O -1.34 -6.27 0.74 0.0685
O -1.14 -4.13 1.06 -0.0488
H -0.35 -6.62 2.90 0.1036
H 0.59 -5.10 2.73 0.0942
H -1.04 -5.07 3.48 0.0923
C -5.00 -0.95 7.63 0.0600
N -3.88 -0.12 7.12 -0.4176
O -3.94 0.25 5.95 0.0593
O -2.98 0.13 7.90 0.0596
H -5.73 -1.10 6.82 0.1003
H -4.58 -1.91 7.94 0.0899
H -5.45 -0.42 8.46 0.1089
C -0.61 -8.28 -1.30 0.0207
N 0.01 -9.53 -1.81 -0.4467
O 1.11 -9.83 -1.37 0.0597
O -0.63 -10.17 -2.63 0.0617
H 0.06 -7.82 -0.58 0.0763
H -0.78 -7.62 -2.15 0.1045
H -1.56 -8.55 -0.83 0.1000



Entry 3:
82
Properties=species:S:1:pos:R:3:lowdin_charge:R:1 method="wB97M-V/def2-TZVPD" e_homo_ev=-7.777 energy_ev=-53710.1888 smiles=CCNc1cccc2c1Nc1c(C)cccc1S2.COCCNCCOC.COCCNCCOC spin_multiplicity=1 total_charge=0 orbital_gap_ev=7.836
C -0.68 -11.06 -2.09 -0.1318
C 0.20 -10.23 -3.23 -0.2581
N 1.56 -9.99 -2.63 -0.0922
C 2.02 -8.55 -2.73 -0.1104
C 3.50 -8.31 -3.46 -0.0105
C 4.19 -6.82 -3.65 -0.0715
C 3.35 -5.54 -3.06 -0.0854
C 1.88 -5.78 -2.38 -0.3884
C 1.14 -7.24 -2.18 -0.1162
N -0.22 -7.47 -1.57 -0.0295
C -0.52 -6.53 -0.42 -0.1490
C -1.46 -7.15 0.81 -0.1176
C -1.94 -8.75 0.68 -0.1145
C -1.93 -6.26 2.12 -0.0458
C -1.43 -4.68 2.27 -0.0602
C -0.49 -4.05 1.05 -0.0518
C -0.07 -4.96 -0.29 -0.3714
S 0.96 -4.25 -1.73 0.7866
H -0.55 -12.24 -2.19 0.0819
H -1.85 -10.86 -2.18 0.0771
H -0.37 -10.79 -0.99 0.0553
H 0.23 -10.91 -4.20 0.1132
H -0.35 -9.22 -3.57 0.1104
H 1.66 -10.38 -1.67 0.1056
H 4.12 -9.23 -3.89 0.0880
H 5.26 -6.65 -4.16 0.0928
H 3.77 -4.44 -3.16 0.0884
H -0.94 -7.29 -2.33 0.1370
H -2.73 -8.95 1.51 0.0740
H -2.46 -8.86 -0.38 0.0819
H -0.95 -9.37 0.77 0.0748
H -2.62 -6.79 2.91 0.0861
H -1.77 -4.08 3.22 0.0792
H -0.17 -2.93 1.18 0.0727
C 1.43 0.50 1.63 -0.1127
O 0.07 0.14 1.83 -0.2142
C -0.44 0.60 3.09 -0.2028
C -1.55 1.64 2.85 -0.2046
N -0.99 2.89 2.32 -0.0541
C -2.02 3.83 1.86 -0.1945
C -2.85 3.42 0.63 -0.2139
O -2.09 3.34 -0.57 -0.1890
C -1.49 2.07 -0.80 -0.0982
H 1.77 0.04 0.70 0.0895
H 1.53 1.58 1.53 0.0791
H 2.06 0.13 2.45 0.0878
H 0.34 1.00 3.74 0.1214
H -0.87 -0.27 3.59 0.1161
H -2.06 1.84 3.80 0.1212
H -2.27 1.21 2.15 0.1022
H -0.38 2.68 1.54 0.0709
H -1.50 4.77 1.62 0.1011
H -2.69 4.06 2.70 0.1176
H -3.59 4.21 0.46 0.1192
H -3.43 2.50 0.80 0.1080
H -2.08 1.24 -0.40 0.0903
H -0.48 2.05 -0.38 0.0689
H -1.39 1.93 -1.88 0.0901
C 1.18 11.71 0.38 -0.1169
O 1.38 10.64 1.30 -0.2032
C 0.17 10.24 1.95 -0.2052
C -0.20 8.80 1.54 -0.2056
N -0.63 8.75 0.14 -0.0554
C -0.77 7.39 -0.38 -0.1922
C 0.52 6.55 -0.51 -0.2160
O 1.43 7.05 -1.49 -0.1803
C 2.34 8.02 -1.00 -0.1016
H 2.16 12.01 0.00 0.0887
H 0.57 11.38 -0.46 0.0789
H 0.72 12.57 0.88 0.0860
H -0.66 10.93 1.76 0.1201
H 0.37 10.26 3.03 0.1175
H -1.01 8.44 2.18 0.1203
H 0.68 8.17 1.70 0.1020
H 0.05 9.25 -0.44 0.0711
H -1.22 7.48 -1.38 0.1200
H -1.50 6.84 0.24 0.1037
H 0.22 5.55 -0.86 0.1146
H 1.02 6.39 0.45 0.1074
H 2.61 7.86 0.05 0.0894
H 1.94 9.02 -1.14 0.0685
H 3.26 7.95 -1.60 0.0880